[1]
Computed, not measured: a structure of composition C15H26N2O5 in a non-equilibrium geometry, with ωB97M-V/def2-TZVPD.

```
48
Properties=species:S:1:pos:R:3:forces:R:3:nbo_charge:R:1
C 2.509 3.846 1.038 3.404 -6.458 -2.618 -0.624
C 2.144 3.187 -0.345 -2.750 -0.012 -0.741 -0.080
H 2.943 3.328 -1.122 -0.772 -0.616 0.926 0.215
H 1.143 3.646 -0.748 1.956 -0.857 0.685 0.194
O 1.649 1.654 -0.285 -4.245 8.834 0.024 -0.482
C 2.534 0.827 -0.148 -0.407 -2.591 -1.003 0.734
O 3.656 1.032 -0.256 8.025 1.730 -0.001 -0.623
C 1.997 -0.455 -0.127 -2.871 -4.380 5.596 -0.247
C 1.718 -1.069 -1.491 0.116 1.683 0.891 -0.485
H 2.594 -0.829 -2.097 -0.394 0.237 -0.530 0.229
H 0.752 -0.541 -1.752 1.141 -1.038 -0.522 0.292
C 1.669 -2.530 -1.374 2.609 -5.187 1.264 -0.207
N 1.331 -3.188 -0.070 0.841 3.719 1.646 -0.467
C 0.047 -3.091 0.458 1.870 -0.410 -13.280 0.700
O -0.303 -3.353 1.459 -2.969 -2.097 14.481 -0.547
C -1.147 -3.196 -0.522 12.615 11.932 -3.874 -0.269
N -2.106 -2.466 -0.128 -6.564 10.745 0.339 -0.575
C -2.134 -1.028 -0.394 3.396 2.181 -3.602 0.899
O -1.313 -0.400 -1.426 -5.074 -4.337 6.273 -0.741
O -2.972 -0.258 0.435 2.307 -3.668 -2.767 -0.511
C -3.164 1.120 0.081 3.594 1.188 8.993 0.201
C -1.920 1.942 0.617 2.797 -2.218 -7.346 -0.586
H -1.439 1.683 1.503 0.565 -1.214 1.350 0.212
H -2.025 2.972 0.610 -0.880 2.041 -0.156 0.202
H -1.053 1.754 -0.520 -2.056 0.631 3.928 0.202
C -4.082 1.500 1.218 -5.790 -1.992 -2.256 -0.580
H -5.078 0.753 1.030 2.202 2.136 0.926 0.182
H -3.770 1.359 2.183 1.439 -1.298 2.149 0.217
H -4.446 2.508 1.323 -0.145 0.618 -1.102 0.220
C -3.601 1.422 -1.155 -1.082 3.444 -9.051 -0.670
H -4.532 1.010 -1.483 -0.846 -0.697 0.400 0.232
H -2.920 1.184 -2.101 -0.876 0.448 2.442 0.269
H -3.824 2.564 -1.268 0.619 -1.840 0.491 0.240
H -2.568 -2.678 0.690 -1.258 -0.568 2.113 0.405
H -0.785 -2.832 -1.602 -1.008 -0.323 2.062 0.198
H -1.426 -3.975 -0.736 -4.471 -15.546 -2.971 0.179
C 2.326 -2.712 0.898 -2.172 -0.155 7.791 -0.252
C 2.972 -1.345 1.060 -0.616 -2.392 -13.052 -0.374
H 3.875 -1.444 0.237 -1.159 0.792 2.854 0.199
H 3.120 -0.758 1.832 0.569 2.087 4.097 0.210
H 1.851 -2.783 2.185 -0.154 0.301 -3.536 0.190
H 2.902 -3.450 1.333 2.209 -2.092 -0.823 0.214
H 1.077 -3.133 -2.024 -0.247 0.333 -1.330 0.218
H 2.743 -3.154 -1.340 -2.020 2.396 -1.335 0.208
H 0.961 -0.320 0.452 1.795 -0.658 -1.285 0.206
H 3.518 3.292 1.295 -1.855 1.190 -0.044 0.220
H 2.755 4.787 0.821 0.512 3.993 -0.368 0.216
H 1.819 3.614 1.753 -1.901 -0.012 1.870 0.215
```
Forces are in eV/Å.

Calculated total energy, a.u.: -1072.37010
Maximum force, eV/Å: 17.79
Relative energy (zero: lowest compared OMol25 entry of this formula, charge and spin), eV: 16.174
HOMO energy, eV: -8.830
Total charge: 0
E_LUMO, eV: 0.7

=====

[2]
Computed, not measured: a structure of composition C15H27AlBr3CaCl2F5GaKLiN2O9P in a non-equilibrium geometry, with ωB97M-V/def2-TZVPD.

```
69
Properties=species:S:1:pos:R:3:forces:R:3:nbo_charge:R:1
O -0.518 1.623 -1.024 -0.116 -0.286 -0.148 -0.503
C 0.336 1.422 -0.227 -1.519 1.239 -0.049 0.788
O 1.537 0.790 -0.768 -1.024 1.151 -0.775 -0.864
C 0.162 1.765 1.270 2.880 -0.876 -0.367 -0.522
C 1.494 1.835 2.140 -1.792 -0.313 0.005 -0.398
C 1.794 3.238 2.624 1.072 0.087 -0.621 -0.897
Ga 3.373 4.096 1.660 -0.148 0.954 0.745 1.239
O 3.747 5.700 2.550 0.256 -0.552 -0.221 -1.144
C 2.931 4.627 -0.297 -0.029 -0.059 1.348 -0.549
O 1.503 4.650 -0.510 -0.195 -0.481 -0.566 -0.333
O 1.096 5.879 0.102 0.399 0.362 -0.010 -0.449
H 1.198 0.072 -1.363 -0.180 1.594 -0.386 0.501
H -0.497 1.007 1.679 -0.266 -0.258 0.016 0.248
H -0.341 2.709 1.371 -0.325 0.329 -0.441 0.281
H 2.354 1.363 1.643 0.097 0.070 -0.297 0.119
H 1.288 1.217 3.009 0.023 -0.313 0.183 0.237
H 0.946 3.910 2.572 -0.341 -0.030 -0.129 0.215
H 2.049 3.171 3.670 0.220 0.190 0.333 0.246
H 4.731 3.203 1.794 -0.017 -0.416 -0.491 -0.394
H 3.138 6.357 2.221 -0.207 0.355 -0.031 0.455
H 3.405 3.960 -1.005 -0.555 0.255 -0.760 0.092
H 3.292 5.626 -0.503 0.327 0.226 -0.109 0.212
H 0.198 5.702 0.394 -0.193 -0.359 0.027 0.468
N 4.137 1.947 -1.308 0.479 -0.225 0.056 -0.883
H 4.801 2.427 -0.680 -0.214 0.095 0.238 0.488
H 4.043 2.475 -2.176 -0.083 0.081 0.049 0.457
H 4.483 1.013 -1.516 0.096 -0.007 -0.031 0.423
H 3.221 1.881 -0.844 -0.045 0.122 -0.060 0.482
K 2.128 -0.954 0.367 1.052 -3.502 2.634 0.940
C -1.375 -2.445 -3.152 -0.982 -0.661 -1.286 -0.603
Br -2.371 -3.869 -4.066 -0.196 0.164 -0.152 -0.044
Br -0.865 -2.954 -1.095 0.547 0.333 3.139 -0.630
Br 0.276 -1.859 -4.297 0.937 0.975 -0.845 -0.438
H -2.047 -1.571 -3.109 0.039 0.176 -0.436 0.154
F -3.125 0.406 2.828 0.261 -0.465 -0.226 -0.342
C -3.959 1.313 2.269 -0.266 0.346 -0.107 0.384
C -4.757 2.068 3.099 -0.072 -0.003 0.495 -0.269
C -5.609 3.001 2.531 0.050 -0.055 -0.238 -0.176
C -5.657 3.158 1.150 -0.047 0.067 0.029 -0.224
C -4.847 2.384 0.334 -0.057 0.038 0.015 -0.197
C -3.984 1.455 0.897 0.178 -0.286 -0.061 -0.314
H -4.703 1.923 4.172 0.154 -0.008 -0.004 0.280
H -6.237 3.609 3.166 -0.007 -0.007 0.043 0.226
H -6.326 3.885 0.712 -0.005 0.011 -0.017 0.220
H -4.885 2.503 -0.740 0.032 -0.004 -0.019 0.219
H -3.333 0.847 0.275 0.035 0.079 -0.022 0.197
O -1.161 1.060 7.716 0.406 -0.320 0.002 -0.778
P -1.724 0.712 6.347 -0.103 0.099 -0.282 2.401
O -3.060 1.417 6.134 -0.114 -0.168 -0.498 -0.867
O -1.944 -0.794 6.256 -0.270 -0.093 0.283 -0.856
O -0.731 1.154 5.277 0.034 0.370 -0.052 -0.894
C 3.442 -6.229 -1.613 0.372 -0.207 -0.397 -0.731
C 3.240 -5.333 -0.489 -0.111 -0.329 -0.086 0.338
N 3.063 -4.660 0.421 0.000 0.686 0.073 -0.397
H 3.251 -7.260 -1.323 -0.177 0.066 0.089 0.307
H 2.759 -5.995 -2.427 -0.180 -0.043 0.151 0.252
H 4.463 -6.163 -1.989 0.064 0.115 0.157 0.236
Ca -2.336 -2.761 1.078 0.183 -0.378 0.038 1.653
F 0.553 -7.985 1.041 0.062 0.134 -0.099 -0.778
Al -0.223 -7.576 -0.395 -0.032 -0.300 -0.045 2.158
F -0.891 -6.016 -0.243 -0.138 0.222 0.139 -0.803
F -1.446 -8.677 -0.748 0.053 0.140 -0.038 -0.776
F 0.918 -7.524 -1.669 -0.121 0.129 0.136 -0.797
C -1.746 -4.089 -7.941 -0.013 -0.057 0.026 -0.395
Cl -0.701 -2.870 -8.693 0.018 0.058 0.072 -0.042
Cl -1.553 -5.669 -8.702 -0.019 -0.019 0.033 -0.016
H -1.481 -4.169 -6.895 0.029 -0.005 0.041 0.224
H -2.777 -3.775 -8.040 -0.004 0.036 -0.101 0.228
Li 1.857 -3.357 -4.921 -0.193 -0.267 -0.090 0.940
```
Forces are in eV/Å.

Calculated total energy, a.u.: -14309.69864
Maximum force, eV/Å: 4.51
HOMO energy, eV: -6.957
Total charge: 0
E_LUMO, eV: -3.0

=====

[3]
Computed, not measured: a cluster of 2 separate species, C15H27F8NO7S2 in total in a non-equilibrium geometry, with ωB97M-V/def2-TZVPD.

```
60
Properties=species:S:1:pos:R:3:forces:R:3:nbo_charge:R:1
C -1.925 -4.674 0.662 -0.697 -0.604 -0.517 -0.269
O -1.434 -4.652 2.033 1.086 0.296 -1.384 -0.565
C -0.090 -4.128 2.018 0.411 2.105 -0.505 -0.070
C 0.236 -3.185 3.299 0.418 -1.790 0.579 -0.429
C -0.962 -3.107 4.352 0.330 -0.178 -0.013 -0.412
C -2.213 -2.216 3.897 0.213 0.227 0.697 -0.413
C -1.963 -1.304 2.617 -1.023 0.866 0.338 -0.416
C -1.166 0.066 2.955 -0.438 0.253 -1.226 -0.406
C -0.629 0.754 1.580 0.051 -0.825 -0.081 -0.448
C 0.909 1.093 1.830 -1.829 -1.298 1.434 -0.247
N 1.608 1.692 0.602 -0.104 -0.203 1.521 -0.428
C 1.976 0.528 -0.284 0.778 -1.805 -1.716 -0.278
C 1.893 0.815 -1.848 -0.390 -0.708 -0.381 -0.454
C 0.512 1.456 -2.329 1.053 0.065 -1.335 -0.651
S -0.915 0.268 -2.215 -4.196 -2.107 2.471 2.201
O -0.511 -1.095 -1.695 0.166 3.498 -1.543 -0.933
O -1.981 0.905 -1.358 2.928 -1.048 -2.178 -0.924
O -1.616 0.020 -3.719 1.486 0.516 1.942 -0.825
C 2.764 2.479 1.116 0.638 1.117 1.014 0.770
F 3.430 1.713 2.088 -1.353 1.938 -2.215 -0.285
F 2.220 3.663 1.675 1.209 -2.821 -0.985 -0.291
C 3.799 2.967 -0.001 2.298 2.515 -0.503 0.921
F 4.580 3.977 0.606 -1.732 -2.410 -1.153 -0.296
F 4.692 1.992 -0.425 -2.411 1.805 0.681 -0.288
F 3.158 3.610 -1.079 1.151 -2.173 2.463 -0.294
H -2.466 -3.692 0.414 0.737 -1.362 0.347 0.184
H -2.639 -5.567 0.547 0.897 1.469 0.323 0.202
H -1.097 -4.838 -0.107 -0.950 0.250 1.124 0.183
H -0.013 -3.420 1.109 0.006 -1.056 1.139 0.159
H 0.712 -4.922 1.854 -1.180 0.699 0.433 0.185
H 0.654 -2.175 2.983 -0.780 -1.188 0.299 0.185
H 1.099 -3.724 3.839 -1.185 0.966 -0.643 0.215
H -0.529 -2.732 5.343 -0.615 -0.369 -1.409 0.207
H -1.310 -4.179 4.558 0.494 1.551 -0.376 0.231
H -3.134 -2.883 3.796 1.341 0.968 -0.230 0.230
H -2.446 -1.513 4.780 0.201 -0.906 -1.352 0.204
H -1.513 -1.843 1.722 -0.363 0.547 1.313 0.212
H -3.002 -0.947 2.270 1.514 -0.572 0.330 0.225
H -1.909 0.825 3.392 1.296 -1.311 -0.145 0.230
H -0.265 -0.101 3.627 -1.289 0.128 -0.493 0.198
H -1.257 1.651 1.266 0.977 -1.004 0.529 0.242
H -0.768 -0.024 0.744 0.437 1.260 1.113 0.248
H 1.437 0.111 2.057 -0.494 1.430 -0.306 0.238
H 0.978 1.752 2.751 0.174 -0.455 -1.439 0.255
H 0.935 2.364 0.194 0.329 -0.324 -0.248 0.477
H 3.021 0.176 0.032 -1.469 0.713 -0.478 0.257
H 1.287 -0.366 -0.079 0.674 1.694 -0.123 0.290
H 2.761 1.421 -2.269 -1.256 -0.573 0.748 0.258
H 1.962 -0.211 -2.363 -0.009 1.432 0.945 0.277
H 0.213 2.406 -1.784 -0.052 -1.260 -0.843 0.265
H 0.631 1.717 -3.441 -0.479 -0.117 1.537 0.344
H -2.561 -0.221 -3.554 0.757 0.438 0.135 0.524
C -0.725 2.831 -6.889 0.024 -0.542 -0.881 0.686
F 0.419 2.135 -6.664 -0.230 0.286 0.277 -0.346
F -0.580 3.404 -8.104 -0.074 0.061 0.662 -0.325
F -1.703 1.906 -7.027 0.202 0.407 0.338 -0.333
S -1.087 4.068 -5.549 -0.550 1.984 0.867 2.328
O 0.059 4.969 -5.545 -0.170 -0.971 -0.320 -0.989
O -1.207 3.272 -4.329 0.373 -0.605 -0.377 -1.042
O -2.330 4.710 -5.950 0.669 -0.898 -0.202 -0.972
```
Forces are in eV/Å.

Calculated total energy, a.u.: -2764.27045
Maximum force, eV/Å: 5.31
HOMO energy, eV: -8.019
Total charge: 0
E_LUMO, eV: -0.7

=====

[4]
Computed, not measured: a cluster of 3 separate species, C15H27N2O4P in total, with ωB97M-V/def2-TZVPD.

```
49
Properties=species:S:1:pos:R:3:forces:R:3:nbo_charge:R:1
C 1.643 0.732 -3.333 -0.031 -0.120 -0.087 -0.622
C 0.958 -0.339 -4.213 0.144 0.145 0.070 -0.726
P -0.110 -1.497 -3.240 0.048 -0.114 -0.061 0.851
C 0.115 -3.054 -4.192 -0.075 0.007 -0.033 -0.945
C -1.798 -1.056 -3.960 -0.071 0.104 0.093 -0.589
C -2.774 -1.982 -3.389 0.062 0.145 -0.026 0.270
N -3.529 -2.708 -2.920 -0.059 -0.086 0.045 -0.307
C -2.210 0.415 -3.704 -0.010 -0.060 -0.007 -0.500
C -1.783 0.919 -2.397 -0.137 -0.146 -0.109 0.275
N -1.448 1.296 -1.369 0.019 0.136 0.109 -0.301
H 1.574 1.720 -3.788 0.028 -0.003 0.011 0.211
H 1.198 0.791 -2.339 -0.018 0.044 -0.027 0.233
H 2.699 0.501 -3.200 -0.021 0.024 0.026 0.216
H 0.401 0.132 -5.028 -0.077 -0.097 0.013 0.214
H 1.706 -0.971 -4.696 0.018 0.047 -0.015 0.234
H 1.129 -3.421 -4.027 -0.038 -0.006 0.018 0.243
H -0.584 -3.807 -3.825 0.047 0.003 -0.001 0.248
H -0.043 -2.916 -5.264 0.042 -0.006 0.002 0.216
H -1.787 -1.215 -5.041 0.031 -0.011 -0.008 0.257
H -1.779 1.055 -4.473 0.065 -0.012 0.015 0.257
H -3.294 0.519 -3.768 0.006 0.015 -0.044 0.266
C -0.943 -0.462 1.582 -0.081 -0.098 0.190 -0.645
C -0.594 -1.754 0.881 -0.003 0.053 -0.049 -0.072
O 0.118 -2.665 1.738 0.000 -0.091 -0.075 -0.505
C -0.501 -3.483 2.606 0.018 0.112 0.115 0.797
C -1.993 -3.360 2.820 -0.017 -0.078 -0.093 -0.743
O 0.162 -4.263 3.237 -0.015 -0.026 -0.023 -0.585
H -1.625 -0.630 2.418 -0.009 -0.017 -0.047 0.192
H -1.418 0.220 0.879 0.065 0.043 0.013 0.242
H -0.038 0.007 1.962 -0.019 0.052 -0.062 0.228
H -1.468 -2.245 0.451 -0.013 -0.013 0.010 0.171
H 0.095 -1.563 0.061 0.021 0.006 0.020 0.208
H -2.158 -2.673 3.650 0.000 0.008 -0.003 0.240
H -2.370 -4.338 3.106 0.027 0.006 0.042 0.243
H -2.547 -2.997 1.959 0.001 0.029 -0.002 0.222
C 1.404 4.825 4.196 0.030 0.002 -0.042 -0.637
C 0.669 3.503 4.120 0.008 0.046 0.016 -0.069
O 0.780 2.898 2.827 -0.040 -0.075 0.025 -0.505
C 1.839 2.145 2.459 0.011 0.032 -0.024 0.798
C 3.050 2.062 3.358 -0.037 -0.071 0.044 -0.744
O 1.797 1.589 1.397 0.074 0.021 -0.020 -0.572
H 2.478 4.696 4.063 -0.009 -0.004 0.026 0.207
H 1.235 5.291 5.168 -0.007 0.002 0.003 0.218
H 1.043 5.499 3.420 -0.006 0.003 0.009 0.221
H 0.991 2.810 4.897 0.011 -0.010 -0.004 0.174
H -0.402 3.656 4.250 0.006 0.002 -0.013 0.199
H 3.755 2.834 3.047 0.006 0.007 0.008 0.242
H 3.515 1.093 3.198 0.009 0.017 -0.046 0.252
H 2.842 2.190 4.416 -0.002 0.030 0.001 0.218
```
Forces are in eV/Å.

Calculated total energy, a.u.: -1339.55447
Maximum force, eV/Å: 0.23
SMILES: CCP(C)[C@@H](C#N)CC#N.CCOC(C)=O.CCOC(C)=O
HOMO energy, eV: -9.357
Total charge: 0
E_LUMO, eV: 0.5

=====

[5]
Computed, not measured: an isolated molecule of C15H27NO2 in a non-equilibrium geometry, with ωB97M-V/def2-TZVPD.

```
45
Properties=species:S:1:pos:R:3:forces:R:3:nbo_charge:R:1
O -3.075 -0.978 2.625 0.181 0.196 0.202 -0.751
C -2.096 -1.760 1.946 -0.897 1.313 -0.578 -0.052
C -1.874 -1.239 0.500 0.932 -0.147 0.378 -0.442
C -0.927 0.004 0.408 -0.401 0.217 0.248 -0.237
C -1.709 1.328 0.015 0.192 -0.392 0.380 -0.236
C -2.810 1.665 1.082 1.166 0.626 -0.165 -0.071
O -2.267 1.687 2.438 -0.321 0.130 -0.574 -0.762
C -0.727 2.506 -0.144 -1.228 0.811 -1.190 -0.415
C 0.407 2.178 -1.138 -0.770 -0.422 1.730 -0.206
N 1.121 1.056 -0.563 0.751 -0.967 -1.004 -0.498
C 2.065 1.253 0.535 -0.855 0.534 -0.093 -0.207
C 2.469 -0.138 0.939 0.735 -0.197 -0.125 -0.401
C 1.453 -1.093 0.336 -0.759 -0.836 0.234 -0.246
C 2.130 -2.157 -0.530 -0.403 0.461 -0.921 -0.380
C 2.529 -1.620 -1.905 -0.123 -0.071 -0.384 -0.404
C 1.334 -1.041 -2.707 0.034 -0.755 0.492 -0.392
C 0.077 -0.849 -1.818 1.360 0.405 0.072 -0.441
C 0.376 -0.244 -0.423 0.694 0.828 -0.287 0.230
H -2.754 -0.052 2.698 -0.008 -0.800 0.163 0.490
H -2.468 -2.767 1.897 -0.428 -0.468 0.015 0.175
H -1.184 -1.813 2.547 0.336 0.214 -0.314 0.158
H -2.802 -1.085 -0.088 0.197 0.004 0.744 0.215
H -1.409 -2.088 0.007 0.337 -0.088 -0.284 0.205
H -0.534 0.219 1.421 -0.271 -0.139 -0.189 0.207
H -2.242 1.211 -0.952 0.233 -0.157 0.380 0.205
H -3.296 2.634 0.873 0.388 -0.185 -0.077 0.175
H -3.608 0.936 1.070 0.031 -0.359 0.218 0.205
H -1.606 2.390 2.558 -0.436 -0.361 -0.341 0.485
H -0.332 2.808 0.827 0.218 0.019 -0.036 0.185
H -1.326 3.361 -0.551 0.406 -0.352 0.454 0.202
H 1.015 3.050 -1.338 0.575 0.091 0.324 0.206
H -0.006 1.935 -2.109 -0.217 -0.382 -0.223 0.192
H 2.928 1.837 0.189 -0.264 0.121 0.156 0.197
H 1.614 1.732 1.422 0.042 0.370 -0.241 0.152
H 3.465 -0.329 0.516 -0.189 -0.200 0.265 0.204
H 2.516 -0.268 2.023 0.164 0.142 -0.138 0.213
H 0.969 -1.644 1.150 -0.173 0.126 -0.033 0.209
H 1.467 -3.010 -0.656 -0.084 -0.199 0.007 0.194
H 3.043 -2.504 -0.079 0.259 -0.285 0.604 0.210
H 3.015 -2.435 -2.474 -0.125 0.432 0.191 0.205
H 3.265 -0.830 -1.773 0.190 0.032 0.054 0.199
H 1.629 -0.129 -3.215 -0.025 0.252 0.101 0.205
H 1.084 -1.759 -3.497 -0.136 0.164 0.051 0.199
H -0.532 -0.128 -2.328 -0.936 -0.032 -0.361 0.208
H -0.388 -1.831 -1.734 -0.372 0.310 0.094 0.212
```
Forces are in eV/Å.

Calculated total energy, a.u.: -792.96922
Maximum force, eV/Å: 1.94
Relative energy (zero: lowest compared OMol25 entry of this formula, charge and spin), eV: 1.308
SMILES: OCC[C@@H]1[C@@H](CO)CCN2CC[C@@H]3CCCC[C@]312
HOMO energy, eV: -7.944
Total charge: 0
E_LUMO, eV: 0.7

=====

Look up the maximum force of the third one.
5.31 eV/Å

=====

Which of these has the highest maximum force?
C15H26N2O5

=====

Look up the HOMO energy of the third one.
-8.019 eV